[1]
Below is a single C4H6Cl2O2 molecule, with properties calculated with ωB97M-V/def2-TZVPD.

Properties
HOMO-LUMO gap, eV: 10.8
SMILES: O[C@H]1CC(Cl)(Cl)[C@H]1O
HOMO, hartree: -0.380
Electronic energy, a.u.: -1226.846448

Cartesian coordinates (Å):
O 2.809 -0.247 0.239
C 1.491 -0.724 0.114
C 0.505 -0.376 1.197
C -0.502 -0.031 0.077
Cl -1.571 1.359 0.354
Cl -1.517 -1.456 -0.338
C 0.677 0.139 -0.869
O 1.108 1.429 -0.899
H 3.211 -0.576 1.025
H 1.419 -1.763 -0.239
H 0.800 0.535 1.793
H 0.172 -1.227 1.804
H 0.527 -0.239 -1.864
H 2.017 1.413 -0.625

Atomic forces in eV per Å
-0.3731 0.2643 -1.0857
0.4954 -0.0808 -0.8876
-0.8859 -0.0356 1.2430
-0.8663 0.1406 0.9759
0.2525 -0.1777 -0.1098
0.3634 0.2258 -0.0516
-0.1546 -0.6781 -0.6321
-0.2013 1.2699 -0.1766
0.4218 -0.4206 0.9398
0.2962 0.1203 0.4561
-0.3439 -1.0316 -0.6438
0.1770 0.5243 0.2731
-0.1187 -0.3528 -0.5642
0.9374 0.2319 0.2635

Atomic partial charges in e from the natural (NBO) method, atoms 1 to 2:
1 O -0.722
2 C 0.061

=====

[2]
Below is 12 unconnected molecules or ions with the total composition C60H60N12, with properties calculated with ωB97M-V/def2-TZVPD.

Properties
HOMO-LUMO gap, eV: 9.4
SMILES: c1ccncc1.c1ccncc1.c1ccncc1.c1ccncc1.c1ccncc1.c1ccncc1.c1ccncc1.c1ccncc1.c1ccncc1.c1ccncc1.c1ccncc1.c1ccncc1
HOMO, hartree: -0.326
Electronic energy, a.u.: -2979.293938

Cartesian coordinates (Å):
C 24.857 12.364 -13.454
C 24.661 12.520 -12.077
C 25.032 13.731 -11.524
N 25.532 14.778 -12.216
C 25.608 14.600 -13.539
C 25.251 13.443 -14.206
H 24.578 11.376 -13.801
H 24.261 11.670 -11.542
H 24.883 13.921 -10.468
H 26.016 15.455 -14.069
H 25.538 13.345 -15.246
C 28.122 8.102 -8.726
C 28.708 7.294 -7.753
C 28.018 7.107 -6.548
N 26.799 7.557 -6.327
C 26.200 8.287 -7.282
C 26.902 8.685 -8.407
H 28.586 8.308 -9.680
H 29.623 6.765 -7.984
H 28.549 6.567 -5.770
H 25.218 8.668 -7.037
H 26.648 9.576 -8.964
C 17.539 6.974 -10.763
C 18.590 7.664 -10.163
C 19.777 6.975 -9.967
N 19.931 5.675 -10.223
C 18.908 5.034 -10.776
C 17.689 5.628 -11.045
H 16.574 7.454 -10.879
H 18.547 8.729 -9.978
H 20.598 7.438 -9.425
H 19.069 3.993 -11.043
H 16.898 5.049 -11.502
C 23.364 13.727 -4.713
C 23.979 14.725 -3.981
C 23.215 15.380 -3.005
N 21.937 15.114 -2.806
C 21.316 14.269 -3.629
C 22.007 13.501 -4.555
H 23.937 13.181 -5.453
H 24.999 15.025 -4.175
H 23.733 16.073 -2.352
H 20.242 14.148 -3.563
H 21.532 12.803 -5.233
C 16.824 9.922 -7.923
C 17.161 8.681 -7.414
C 18.359 8.481 -6.779
N 19.278 9.479 -6.728
C 18.893 10.676 -7.154
C 17.665 11.007 -7.743
H 15.846 10.121 -8.349
H 16.395 7.939 -7.610
H 18.774 7.513 -6.530
H 19.702 11.406 -7.133
H 17.428 12.019 -8.031
C 28.906 16.208 -7.669
C 28.504 15.714 -8.877
C 27.291 15.022 -9.006
N 26.650 14.615 -7.877
C 26.994 15.219 -6.724
C 28.128 15.979 -6.545
H 29.858 16.717 -7.583
H 29.089 15.874 -9.776
H 26.917 14.580 -9.918
H 26.411 14.916 -5.862
H 28.543 16.164 -5.563
C 20.856 7.616 -13.819
C 20.328 8.694 -13.132
C 21.194 9.454 -12.364
N 22.483 9.172 -12.185
C 23.024 8.193 -12.921
C 22.219 7.406 -13.742
H 20.262 6.921 -14.398
H 19.262 8.821 -13.287
H 20.842 10.280 -11.757
H 24.076 7.947 -12.972
H 22.707 6.608 -14.291
C 22.700 12.915 -8.453
C 24.044 12.933 -8.169
C 24.818 11.788 -8.397
N 24.311 10.657 -8.862
C 23.014 10.668 -9.215
C 22.165 11.738 -8.990
H 22.149 13.839 -8.337
H 24.479 13.851 -7.798
H 25.895 11.789 -8.262
H 22.671 9.745 -9.662
H 21.108 11.667 -9.212
C 26.498 8.016 -11.850
C 26.522 9.397 -11.827
C 26.883 10.084 -12.956
N 27.138 9.489 -14.149
C 26.948 8.166 -14.157
C 26.763 7.346 -13.038
H 26.208 7.406 -11.002
H 26.363 9.950 -10.912
H 26.967 11.160 -12.942
H 27.089 7.717 -15.137
H 26.487 6.304 -13.119
C 31.214 12.940 -9.924
C 30.129 12.887 -9.064
C 29.222 11.870 -9.318
N 29.457 10.881 -10.192
C 30.587 10.881 -10.884
C 31.416 12.004 -10.907
H 31.891 13.785 -9.836
H 30.058 13.587 -8.246
H 28.293 11.833 -8.759
H 30.788 10.011 -11.498
H 32.162 12.279 -11.641
C 23.743 7.684 -5.066
C 24.516 8.599 -4.347
C 24.328 9.938 -4.628
N 23.407 10.388 -5.490
C 22.572 9.513 -6.030
C 22.705 8.129 -5.856
H 23.912 6.631 -4.875
H 25.338 8.295 -3.715
H 24.846 10.738 -4.111
H 21.749 9.950 -6.582
H 21.996 7.540 -6.423
C 28.270 12.409 -5.531
C 28.061 12.759 -4.196
C 27.728 11.747 -3.307
N 27.479 10.486 -3.663
C 27.607 10.170 -4.959
C 28.012 11.093 -5.904
H 28.457 13.174 -6.269
H 28.166 13.798 -3.914
H 27.553 11.922 -2.253
H 27.480 9.111 -5.143
H 28.122 10.809 -6.945

Atomic forces in eV per Å
-1.1900 -0.3729 0.9914
0.3484 0.2151 -0.8659
-0.1903 0.6313 0.3025
-0.4970 -0.9985 -0.2525
0.2850 0.7478 0.6176
1.0898 -0.3696 -0.3357
0.2442 0.1868 -0.7141
0.0509 0.2219 0.4243
0.1021 -0.1294 0.0862
-0.0576 -0.0988 -0.2049
-0.4692 0.0351 -0.1009
0.0539 -0.4073 1.0089
-0.6245 -0.1484 -0.7116
0.9548 -0.2385 -0.8387
-0.6513 -0.6090 -0.1957
0.9865 0.3623 0.5321
0.2913 0.6244 -0.3149
0.1872 0.1654 0.1000
0.1587 0.1035 0.3346
-0.3764 -0.0219 0.2518
-0.0619 0.0792 -0.1867
-0.8682 -0.4298 -0.3013
-0.2198 0.2396 0.7663
0.1840 -0.1867 -0.9934
-0.1134 -0.3060 0.9163
0.1252 0.1077 -0.1884
0.1798 -0.1271 -0.1588
-0.0580 0.1059 -0.2801
0.0768 0.0586 -0.2641
-0.1295 -0.0402 0.2264
0.0841 0.1462 -0.3259
0.0294 0.0067 0.1616
-0.0498 0.0379 0.0643
0.4937 0.2196 -0.3379
-0.5948 0.2005 0.2926
0.8645 -0.7832 -0.4580
-0.7313 0.6585 0.1719
0.5481 -0.5946 -0.2612
0.1286 0.2621 -0.3426
-0.1539 -0.1663 0.0319
0.1010 -0.1279 0.1860
-0.3753 0.2052 0.1364
-0.0541 0.1550 0.3733
-0.1928 -0.1170 0.2732
-0.5062 1.4154 0.4883
-1.3286 -0.2714 -0.4726
1.5110 0.6937 -0.9347
-1.1123 -0.4433 0.1617
0.8132 0.6108 -0.4175
0.7273 -1.2018 0.4824
0.0575 -0.3988 -0.1643
0.4616 -0.5079 0.4099
-0.4872 -0.1266 0.3920
-0.2415 0.2124 0.2252
0.0078 0.0087 -0.1378
0.4859 0.0778 0.5539
-1.0125 0.2416 -1.7713
0.6868 -1.1240 2.3086
-0.2474 1.8759 -0.7932
-0.0452 -1.2800 -0.0366
0.5307 -0.2754 -0.3079
0.0033 0.0178 0.0055
0.0267 0.1134 0.0817
0.2438 0.2289 -0.2265
-0.0653 -0.0062 0.0194
-0.4375 0.5054 0.1141
0.7001 -0.1928 0.0699
-0.2903 -0.6539 -0.7715
-0.1367 -0.1929 0.7187
0.9689 0.1777 -0.5202
-1.5211 -0.3069 -0.6757
0.5619 -0.3161 -0.0070
-0.2401 0.2156 -0.0386
0.0885 0.6662 0.5691
-0.1865 0.1234 -0.0906
0.2237 0.5611 0.7626
-0.1782 -0.0246 -0.0496
0.0111 -0.5475 -0.4187
0.4515 0.1187 0.1555
-0.3183 0.3261 0.0349
-0.3016 0.2386 -0.7270
0.2028 -0.3244 0.6760
0.0037 0.4155 0.0947
-0.3397 -0.2157 0.1299
0.2492 -0.2543 -0.0811
-0.0107 0.1682 0.3722
-0.2060 0.0152 -0.0089
0.0150 -0.0553 -0.2126
-0.0980 -0.7282 -0.0670
0.3693 0.0140 0.8208
0.5774 -0.2254 -1.2951
-0.9273 -0.0841 1.1906
1.2251 -0.4610 -0.6048
-1.3895 1.2685 -0.2372
0.0831 0.3452 0.2738
-0.2575 -0.0415 -0.0339
0.1532 0.0421 0.0473
-0.1044 -0.1176 0.0275
0.5791 -0.1551 -0.1717
0.0433 1.0868 0.3995
0.3393 -0.7024 -0.3007
0.1455 -0.0709 0.1580
-0.1565 -0.2246 0.7356
-0.1075 0.7375 -0.7119
0.0351 0.1314 0.1459
0.0360 -0.0883 -0.0975
-0.3585 0.0165 -0.0435
-0.1008 -0.1007 -0.1677
-0.1129 0.0339 -0.1305
0.2243 -0.8895 -0.0644
-0.0770 -0.4210 0.9369
0.1371 0.1806 -0.7950
-0.5063 0.4140 0.0152
-0.2545 0.2648 0.4068
0.3516 -0.1657 0.2243
-0.2390 1.0692 -0.5911
-0.0334 -0.0630 -0.2662
-0.1461 -0.1030 0.1373
0.4002 -0.2535 -0.0210
0.0430 -0.2874 -0.2477
0.1838 -0.5156 0.2963
-1.0040 -0.3428 0.5360
0.3883 -0.1836 -0.6237
-0.6775 -0.1309 0.1538
0.3094 0.2779 -0.2162
0.6344 -0.1109 1.0379
0.2422 0.2900 -0.6195
0.3214 -0.0742 -0.0746
0.0576 -0.0671 0.3506
0.1684 0.3561 0.0782
-0.2210 0.4587 -0.3300
-0.0042 -0.1912 0.1603

Atomic partial charges in e from the Mulliken method, atoms 1 to 2:
1 C -0.730
2 C 0.290

=====

[3]
Below is 3 unconnected molecules or ions with the total composition C6H14O, with properties calculated with ωB97M-V/def2-TZVPD.

Properties
HOMO-LUMO gap, eV: 7.4
HOMO, hartree: -0.238
Electronic energy, a.u.: -312.062626

Cartesian coordinates (Å):
C 1.066 0.166 1.470
C -0.307 -0.005 -0.715
C -0.014 -1.104 0.073
C 2.095 1.090 0.892
C -1.370 0.988 -0.372
C -1.268 -1.476 -2.054
O 0.212 0.876 2.332
H -0.342 0.248 2.810
H 1.508 -0.697 1.978
H 0.486 0.362 -1.360
H 0.790 -1.763 -0.230
H -0.793 -1.513 0.709
H 1.631 1.960 0.418
H 2.766 1.481 1.670
H 2.705 0.573 0.148
H -0.925 1.843 0.146
H -2.131 0.548 0.275
H -1.851 1.364 -1.278
H -1.175 -2.548 -1.886
H -2.325 -1.220 -2.058
H -0.761 -1.174 -2.969

Atomic forces in eV per Å
-0.7238 -2.3868 -0.1501
-2.6057 -1.9276 -3.8404
2.9051 2.0316 4.1551
-0.1192 0.0443 -0.2566
0.0232 0.0633 -0.0408
0.4111 2.1523 0.0387
-0.1484 -0.0673 -0.1842
0.1216 0.1096 -0.0939
0.2505 0.2770 0.1506
-0.0384 -0.0587 0.0354
-0.2085 -0.0852 -0.0204
0.0727 -0.0649 -0.0989
-0.0274 -0.0759 -0.0610
-0.1831 -0.1597 -0.0573
-0.0318 0.0209 0.0314
-0.0436 -0.0735 0.0595
0.0439 0.0282 -0.0223
0.0411 -0.0283 0.0637
0.5030 0.1412 0.5248
0.0158 0.2305 -0.0771
-0.2583 -0.1711 -0.1563

Atomic partial charges in e from the natural (NBO) method, atoms 1 to 2:
1 C 0.082
2 C -0.055

=====

[4]
Below is a molecular structure, C12H13ClN2O2PtS, with properties calculated with ωB97M-V/def2-TZVPD.

Properties
HOMO-LUMO gap (alpha / beta), eV: 8.1 / 4.9
HOMO (alpha / beta), hartree: -0.537 / -0.593
2S+1: 5
Net charge: +2
Electronic energy, a.u.: -1702.015121

Cartesian coordinates (Å):
Cl 0.381 3.477 -1.487
C -1.893 -0.183 -2.134
C -1.091 -1.356 -2.050
C 0.187 -1.083 -2.588
H -1.432 -2.332 -1.716
C 0.196 0.270 -3.130
C -1.164 0.814 -2.874
H -1.524 1.723 -3.347
H -2.920 -0.081 -1.804
H 1.039 -1.750 -2.677
C 1.246 0.876 -4.003
Pt 0.185 1.027 -1.083
C 1.980 1.159 -0.472
O 3.022 1.383 -0.022
C -0.938 1.575 0.379
O -1.520 2.012 1.273
H 2.230 0.603 -3.602
H 1.155 1.967 -3.969
H 1.190 0.534 -5.047
C -1.144 -2.297 2.934
N -0.270 -1.144 3.131
C -0.204 -0.333 4.257
C 0.713 0.641 3.989
N 1.171 0.420 2.700
C 0.582 -0.694 2.160
S 0.779 -1.361 0.620
H -1.817 -2.136 2.082
H -0.553 -3.194 2.717
H -1.734 -2.457 3.840
H -0.802 -0.510 5.131
H 1.056 1.469 4.570
H 1.898 0.961 2.221

Atomic forces in eV per Å
-0.0514 0.3423 -0.0558
-0.0701 0.5632 -1.0695
-0.4895 -0.1505 -0.1819
0.7449 1.2588 -1.0932
0.0508 0.2190 0.0903
-0.6601 -1.7732 -0.7099
0.0261 -1.2060 0.1570
-0.1010 -0.0742 0.3709
0.1565 -0.0312 -0.0371
-0.2372 -0.0131 0.0960
0.1727 0.2563 0.3547
-0.5970 0.6487 0.4766
5.2987 0.8511 1.2235
-3.0715 -0.6164 -1.0827
-2.8034 1.9234 3.1743
1.6931 -1.2921 -2.3279
-0.0991 0.0339 -0.2868
0.0701 -0.2076 -0.1905
-0.1488 -0.0037 0.2741
-0.4352 -0.6104 0.0342
-0.0663 0.6127 0.7807
-0.2128 -1.2850 -1.5026
0.7579 0.0610 -1.7714
0.0512 0.2069 0.7922
-0.0787 0.1310 0.0421
0.0681 -0.2294 1.3749
0.1882 0.1632 0.3051
-0.0223 0.2745 0.1881
0.1672 0.0677 -0.1940
-0.0706 -0.0557 0.1155
0.1007 0.2120 0.2604
-0.3314 -0.2776 0.3927

Atomic partial charges in e from the natural (NBO) method, atoms 1 to 2:
1 Cl -0.313
2 C -0.222